Below is C27H19ClCsN4O6S as an isolated structure in a non-equilibrium geometry, with properties calculated with ωB97M-V/def2-TZVPD.

Element x y z (Å)
Cs: -0.17538 2.51102 0.69895
O: 6.02847 5.80095 0.79745
C: 6.68852 4.65952 0.73156
O: 7.90839 4.62083 0.69005
C: 5.88394 3.41141 0.48883
C: 6.47022 2.21143 0.12498
Cl: 8.02755 1.82528 -0.41285
N: 5.48293 1.28294 0.15763
N: 4.32519 1.74371 0.61082
C: 4.55285 3.01547 0.82281
C: 3.39500 3.89382 1.31210
O: 3.52476 5.06264 0.87157
O: 2.48029 3.45003 2.05486
C: 5.58044 -0.11878 -0.09218
C: 4.88922 -0.99226 0.74542
C: 4.91705 -2.36389 0.47806
C: 5.62551 -2.80827 -0.63720
C: 6.31831 -1.96081 -1.45285
C: 6.26837 -0.62143 -1.21458
H: 5.06218 5.56460 0.77871
H: 4.29892 -0.58896 1.57078
H: 4.53059 -3.04568 1.20266
H: 5.62629 -3.86223 -0.84143
H: 6.85267 -2.35745 -2.24448
H: 6.79363 0.09445 -1.85417
C: -8.60721 0.35898 -2.23648
C: -7.28873 0.43080 -1.50470
C: -6.06164 0.60885 -2.09436
C: -4.87298 0.83077 -1.35162
C: -4.97915 0.92475 0.03806
C: -6.20848 0.71613 0.64961
C: -7.30466 0.45563 -0.11552
S: -3.58728 1.39152 1.04245
O: -4.01973 1.26979 2.44780
O: -3.21642 2.73188 0.56841
N: -2.38129 0.40563 0.70247
C: -2.46736 -0.93684 0.70488
C: -3.58767 -1.66415 1.00615
C: -3.66761 -3.07722 0.97421
C: -2.60286 -3.87103 0.67953
C: -1.39390 -3.16667 0.35420
C: -0.19569 -3.91375 0.08281
C: 0.98400 -3.26096 -0.20690
C: 0.98578 -1.87394 -0.15415
N: -0.08887 -1.15431 0.16054
C: -1.25591 -1.75822 0.40666
H: -8.47022 0.38707 -3.27596
H: -9.30226 1.16045 -2.01582
H: -9.16249 -0.52583 -2.00474
H: -5.93038 0.59889 -3.19983
H: -3.88072 0.99439 -1.81705
H: -6.31279 0.88970 1.69199
H: -8.23823 0.33651 0.43487
H: -4.50291 -1.19125 1.30566
H: -4.60363 -3.52619 1.16392
H: -2.63430 -4.97196 0.81057
H: -0.31729 -4.97589 0.08728
H: 1.93646 -3.78511 -0.41041
H: 1.88047 -1.26674 -0.31202

Properties
Strongest force on any atom (eV/Å): 2.34
E (Ha): -2589.4302
E_LUMO (eV): 2.0
HOMO energy (eV): -5.1
Total charge: -1

Below is C9H19N8O4Tc as an isolated structure in a non-equilibrium geometry, with properties calculated with ωB97M-V/def2-TZVPD.

Element x y z (Å)
Tc: -1.30698 0.80296 -1.46289
N: -0.37095 1.79803 0.24083
C: 0.49802 0.93903 1.06140
C: 1.81397 1.74940 1.27853
C: 3.03432 1.15097 2.07744
C: 2.72140 0.62011 3.46821
N: 2.44105 -0.80481 3.42511
C: 2.42434 -1.57687 4.44748
N: 2.03679 -2.86259 4.30456
N: 2.68003 -1.04837 5.69200
C: 0.59716 -0.45159 0.33614
O: 1.27515 -1.31901 0.75255
O: -0.12011 -0.55318 -0.88722
H: 0.16570 2.57534 -0.21913
H: -1.10602 2.13839 0.86617
H: -0.10028 0.58528 1.96572
H: 1.44089 2.65988 1.76240
H: 2.10132 2.00487 0.25346
H: 3.69595 2.02275 2.20170
H: 3.55144 0.37394 1.47845
H: 1.85501 1.18343 3.79611
H: 3.62165 0.82781 4.09656
H: 1.99561 -1.20042 2.57202
H: 2.40102 -3.39063 3.47998
H: 1.79950 -3.43983 5.13514
H: 2.42980 -0.07827 5.87437
H: 2.62635 -1.72020 6.47710
N: -3.33478 -0.90666 -7.45557
C: -3.30588 -1.15808 -6.14952
N: -3.70803 -2.27318 -5.63503
N: -2.80116 -0.18087 -5.32355
C: -2.35001 -0.18612 -4.16204
N: -1.72901 -0.05426 -3.14259
H: -3.54616 -1.70284 -8.01935
H: -3.04948 -0.02591 -7.86275
H: -4.10165 -2.99429 -6.22473
H: -3.83985 -2.46993 -4.64625
O: -2.08232 2.60434 -1.98935
C: -3.16293 2.26620 -1.44531
O: -3.13022 1.16781 -0.86350
H: -4.06064 2.92735 -1.55462

Properties
Strongest force on any atom (eV/Å): 3.80
2S+1: 4
E (Ha): -1173.2458
E_LUMO (alpha / beta) (eV): -10.9 / -11.4
Relative energy (zero: lowest compared OMol25 entry of this formula, charge and spin) (kcal/mol): 2.5
HOMO energy (alpha / beta) (eV): -18.4 / -18.4
<S²>: 3.773
Total charge: +3